(1)
Below is a cluster of 2 separate species, C2H4O2S in total in a non-equilibrium geometry, with properties calculated with wB97M-V/def2-TZVPD.

The geometry in XYZ format:
```
9
C2H4O2S wB97M-V/def2-TZVPD
S -2.134 -0.740 -0.119
C -1.127 0.407 0.450
C 0.109 0.925 1.096
O -0.899 1.718 0.388
H 0.121 0.861 2.217
H 1.041 0.717 0.561
O 0.906 -1.040 -1.184
H 1.621 -1.641 -1.477
H 0.362 -1.208 -1.932
```

For the LUMO energy, the calculation gives 0.015 hartree. The SMILES is S=C1CO1.O.

Results of the Mulliken charge analysis, in e, for atoms 1 through 8: number 1, S, carries -0.322; number 2, C, carries 0.298; number 3, C, carries -0.116; number 4, O, carries -0.310; number 5, H, carries 0.221; number 6, H, carries 0.221; number 7, O, carries -0.558; number 8, H, carries 0.281



(2)
Below is a structure of composition C6H15N in a non-equilibrium geometry, with properties calculated with wB97M-V/def2-TZVPD.

The geometry in XYZ format:
```
22
C6H15N wB97M-V/def2-TZVPD
C -2.437 -0.659 3.212
N -0.698 0.743 0.704
C 0.410 0.386 -0.009
C 0.254 0.553 -1.497
C 1.591 0.859 -2.176
C -0.446 -0.700 -2.010
C 1.608 -0.191 0.681
H -2.125 -0.182 2.259
H -2.876 -1.634 3.053
H -1.563 -0.791 3.853
H -3.139 0.008 3.767
H 0.115 1.512 0.551
H -0.480 1.407 -1.620
H 1.440 1.068 -3.252
H 2.066 1.690 -1.699
H 2.276 -0.077 -2.120
H 0.214 -1.602 -1.829
H -0.687 -0.634 -3.093
H -1.366 -0.802 -1.399
H 1.797 -1.267 0.462
H 2.622 0.411 0.406
H 1.423 -0.101 1.757
```

For the LUMO energy, the calculation gives 0.028 hartree.

Results of the Mulliken charge analysis, in e, for atoms 1 through 8: number 1, C, carries -0.674; number 2, N, carries -0.798; number 3, C, carries 0.419; number 4, C, carries 0.914; number 5, C, carries -1.505; number 6, C, carries -1.396; number 7, C, carries -1.173; number 8, H, carries 0.039